Entry 1
11
Properties=species:S:1:pos:R:3 method="wB97M-V/def2-TZVPD" orbital_gap_ev=9.879 homo_ev=-9.0 smiles="C=C=CP1C=C1"
C 2.74 0.80 0.04
C 1.41 0.32 -0.03
C -2.66 -0.03 -0.63
C -2.61 -0.04 0.68
C 0.07 -0.13 -0.09
P -1.31 1.06 -0.01
H 3.25 1.07 -0.87
H 3.23 0.85 0.99
H -3.16 -0.41 -1.49
H -3.07 -0.44 1.56
H -0.12 -1.19 -0.19

***

Entry 2
11
Properties=species:S:1:pos:R:3 method="wB97M-V/def2-TZVPD" orbital_gap_ev=8.885 homo_ev=-8.1
C 1.23 0.42 -0.48
C 0.77 1.14 -1.46
C -0.73 -1.66 0.21
C -1.03 -0.99 1.36
C -0.13 0.81 -0.33
P -1.63 -0.10 -0.09
H 1.90 -0.13 0.11
H 1.09 1.74 -2.34
H 0.02 -2.30 -0.11
H -0.86 -1.02 2.41
H -0.63 2.08 0.71

***

Verdict on stability: entry 2 comes out at the bottom.

***

Entry 1
6
Properties=species:S:1:pos:R:3 method="wB97M-V/def2-TZVPD" orbital_gap_ev=10.480 homo_ev=-10.1
C 0.05 -0.87 0.48
C 0.93 0.00 -0.25
N 0.70 -1.49 -0.41
F 2.08 0.42 0.25
H -0.65 -0.75 1.30
H -0.15 0.94 -1.07

***

Entry 2
6
Properties=species:S:1:pos:R:3 method="wB97M-V/def2-TZVPD" orbital_gap_ev=12.559 homo_ev=-11.9 smiles=N#CCF
C -0.09 -0.27 0.44
C 0.06 0.53 -0.85
H 0.95 -0.67 0.22
H 0.09 0.42 1.28
N 0.29 0.82 -1.96
F -1.30 -0.82 0.86

***

Verdict on stability: entry 1 comes out at the bottom.

***

Entry 1
9
Properties=species:S:1:pos:R:3 method="wB97M-V/def2-TZVPD" orbital_gap_ev=9.235 homo_ev=-8.8
C 0.06 0.20 -0.02
O -0.61 -0.17 -1.20
O 0.25 1.51 0.23
P -0.41 -0.85 1.56
H 1.60 -0.13 -0.19
H -0.51 0.65 -1.80
H 0.61 2.06 -0.52
H 0.55 -1.86 1.06
H -1.54 -1.41 0.88

***

Entry 2
9
Properties=species:S:1:pos:R:3 method="wB97M-V/def2-TZVPD" orbital_gap_ev="6.344 / 7.189" homo_ev="-7.8 / -8.1"
C 1.50 -1.50 0.02
O -1.74 -0.09 -0.49
O 0.74 -0.72 0.73
P -0.78 0.38 0.49
H 0.99 -2.25 -0.52
H 2.50 -1.55 0.33
H -1.14 2.58 -0.86
H -1.48 0.34 1.66
H -0.59 2.81 -1.35

***

Verdict on stability: entry 2 comes out at the bottom.

***

Entry 1
9
Properties=species:S:1:pos:R:3 method="wB97M-V/def2-TZVPD" orbital_gap_ev="6.953 / 6.955" homo_ev="-9.6 / -9.6"
C -1.32 -0.76 0.01
C -1.25 0.65 0.07
C 0.04 -0.94 -0.03
C 0.95 0.05 -0.04
C 2.32 -0.02 0.03
N 0.03 1.09 -0.04
N 3.46 -0.14 0.03
H -2.25 -1.26 -0.02
H -1.98 1.32 -0.01

***

Entry 2
9
Properties=species:S:1:pos:R:3 method="wB97M-V/def2-TZVPD" orbital_gap_ev="6.898 / 6.890" homo_ev="-9.6 / -9.5"
C 1.78 -1.31 0.06
C 1.80 1.30 0.05
C -1.02 0.02 -0.32
C -2.28 0.02 -0.08
C 1.68 -0.01 -0.01
N 1.86 -2.48 0.08
N 1.89 2.46 0.10
H -3.07 0.14 -0.80
H -2.64 -0.15 0.93

***

Verdict on stability: entry 2 comes out at the bottom.

***

Entry 1
12
Properties=species:S:1:pos:R:3 method="wB97M-V/def2-TZVPD" orbital_gap_ev=9.969 homo_ev=-9.1
C 0.79 -1.32 -0.48
C 0.55 0.13 -0.73
C -0.32 0.92 -0.13
C -1.16 0.60 1.01
H -0.11 -1.94 -0.54
H 1.66 -1.59 -1.14
H 1.22 -1.44 0.53
H -0.65 0.71 1.92
H -2.12 1.17 0.93
H -1.35 -0.46 0.85
F -0.23 2.26 -0.46
Cl 1.73 0.96 -1.76

***

Entry 2
12
Properties=species:S:1:pos:R:3 method="wB97M-V/def2-TZVPD" orbital_gap_ev=10.816 homo_ev=-9.9 smiles=C[C@@]1(F)C[C@@H]1Cl
C 2.08 -0.06 -0.78
C 0.88 -0.02 0.14
C 0.40 1.19 0.86
C -0.37 0.66 -0.33
H 2.97 -0.52 -0.30
H 1.90 -0.54 -1.80
H 2.37 0.92 -1.05
H 1.07 2.03 0.74
H 0.12 1.03 1.87
H -0.08 1.01 -1.28
F 0.71 -1.28 0.70
Cl -1.92 -0.18 -0.23

***

Entry 3
12
Properties=species:S:1:pos:R:3 method="wB97M-V/def2-TZVPD" orbital_gap_ev=11.224 homo_ev=-10.3 smiles="C=C(CF)CCl"
C -1.38 -0.64 -0.54
C -0.65 0.59 -0.07
C -1.29 1.76 -0.07
C 0.58 0.48 0.69
H -0.91 -1.07 -1.42
H -2.43 -0.42 -0.78
H -2.16 1.78 -0.60
H -0.74 2.62 0.20
H 0.44 -0.16 1.51
H 0.98 1.37 1.08
F -1.29 -1.54 0.47
Cl 1.94 -0.20 -0.25

***

Verdict on stability: entry 2 comes out at the bottom.